1.
ORCA calculation (ωB97M-V with the def2-TZVPD basis set) on a molecular structure, C15H34CdN5Si.

Atoms and positions in Å:
Cd 0.304 0.573 -0.205
N 3.134 0.901 -0.304
C 2.947 2.258 -0.824
C 2.342 2.194 -2.217
N 0.958 1.658 -2.248
C -0.036 2.664 -2.666
C -0.350 3.657 -1.558
N -1.058 2.978 -0.471
H 3.966 0.480 -0.703
H 3.262 0.911 0.702
H 2.274 2.787 -0.144
H 3.876 2.834 -0.869
H 2.356 3.185 -2.679
H 2.977 1.549 -2.829
H 0.924 0.905 -2.924
H 0.308 3.190 -3.562
H -0.954 2.131 -2.925
H 0.577 4.079 -1.165
H -0.916 4.492 -1.976
H -0.882 3.403 0.430
H -2.060 3.017 -0.617
N -1.827 -0.309 -1.035
C -1.976 -1.354 -2.068
C -1.159 -2.598 -1.749
C 0.340 -2.476 -1.986
N 0.994 -1.666 -0.942
H -2.173 -0.677 -0.151
H -2.412 0.487 -1.266
H -1.656 -0.931 -3.024
H -3.025 -1.640 -2.182
H -1.531 -3.410 -2.375
H -1.342 -2.903 -0.711
H 0.525 -1.999 -2.952
H 0.775 -3.477 -2.037
H 1.991 -1.602 -1.116
H 0.885 -2.142 -0.049
C -0.941 1.566 3.207
Si 0.152 0.334 2.303
C 1.759 0.154 3.262
C -0.728 -1.351 2.322
C 0.011 -2.539 2.261
C -0.604 -3.778 2.126
C -1.988 -3.862 2.056
C -2.745 -2.702 2.135
C -2.120 -1.468 2.270
H -1.138 1.232 4.228
H -1.900 1.707 2.705
H -0.455 2.542 3.267
H 1.563 -0.167 4.288
H 2.291 1.108 3.307
H 2.434 -0.578 2.812
H 1.094 -2.502 2.332
H -0.004 -4.679 2.093
H -2.473 -4.825 1.965
H -3.826 -2.760 2.110
H -2.739 -0.579 2.349

Computed properties:
- multiplicity = 1
- gap between HOMO and LUMO (Eh) = 0.2955
- E_HOMO (eV) = -10.175
- LUMO (eV) = -2.13
- max |F| (eV/Å) = 0.157
- net charge = +1

---

2.
ORCA calculation (ωB97M-V with the def2-TZVPD basis set) on 2 unconnected molecules or ions with the total composition C15H34ClNO3P.

Atoms and positions in Å:
C -0.004 3.775 3.401
N -1.005 3.183 2.508
C -1.706 4.017 1.539
C -1.277 1.823 2.568
Cl -2.317 1.048 1.421
H 0.110 4.838 3.197
H -0.305 3.645 4.442
H 0.959 3.283 3.260
H -1.367 5.049 1.600
H -1.531 3.647 0.530
H -2.779 3.988 1.727
H -0.821 1.225 3.329
C -1.737 1.840 -5.887
C -2.330 1.028 -4.747
C -1.286 0.154 -4.062
C -1.843 -0.670 -2.900
O -0.886 -1.600 -2.428
P -0.786 -1.506 -0.796
O -1.509 -2.891 -0.298
C -1.535 -2.931 1.109
C -0.140 -2.883 1.753
C -0.114 -3.177 3.252
C -0.954 -2.203 4.058
O 0.796 -1.885 -0.610
C 1.554 -0.709 -0.458
C 3.040 -1.055 -0.394
C 3.926 0.097 0.055
C 5.391 -0.305 0.075
H -2.488 2.463 -6.379
H -0.941 2.497 -5.530
H -1.297 1.187 -6.643
H -2.797 1.694 -4.009
H -3.142 0.390 -5.115
H -0.845 -0.534 -4.793
H -0.450 0.767 -3.708
H -2.163 -0.026 -2.067
H -2.724 -1.246 -3.217
H -2.155 -2.086 1.443
H -2.066 -3.857 1.387
H 0.511 -3.581 1.210
H 0.292 -1.892 1.575
H -0.456 -4.205 3.435
H 0.925 -3.151 3.607
H -0.905 -2.406 5.129
H -0.630 -1.172 3.910
H -2.002 -2.251 3.765
H 1.334 -0.025 -1.293
H 1.226 -0.201 0.460
H 3.169 -1.903 0.285
H 3.364 -1.425 -1.371
H 3.771 0.959 -0.604
H 3.611 0.438 1.049
H 6.041 0.507 0.414
H 5.552 -1.161 0.734
H 5.723 -0.606 -0.920

Computed properties:
- multiplicity = 1
- gap between HOMO and LUMO (Eh) = 0.2240
- E_HOMO (eV) = -11.473
- LUMO (eV) = -5.38
- max |F| (eV/Å) = 5.152
- net charge = +1

---

3.
ORCA calculation (ωB97M-V with the def2-TZVPD basis set) on 6 unconnected molecules or ions with the total composition C15H35BrN5O5.

Atoms and positions in Å:
Br 0.168 0.616 0.714
C 3.138 1.584 -1.308
C 2.428 1.642 -2.633
O 3.018 2.077 -3.556
N 1.236 1.028 -2.779
C 0.515 0.891 -4.065
H 2.729 2.119 -0.492
H 4.077 2.076 -1.404
H 3.297 0.602 -0.924
H 0.792 0.519 -1.757
H 1.320 0.933 -4.825
H 0.029 1.827 -4.328
H -0.313 0.277 -4.117
C -1.148 -1.914 -1.560
C -1.044 -3.498 -1.899
O -0.964 -3.955 -3.061
N -1.191 -4.369 -0.942
C -0.934 -5.828 -1.093
H -0.926 -1.831 -0.436
H -2.023 -1.454 -1.901
H -0.464 -1.342 -2.129
H -0.983 -4.125 0.090
H -0.907 -6.515 -0.140
H 0.056 -6.014 -1.736
H -1.653 -6.314 -1.668
C -3.603 0.947 -0.497
C -4.029 1.850 0.595
O -5.136 2.226 0.520
N -3.087 2.180 1.456
C -3.222 3.238 2.549
H -3.131 0.047 -0.037
H -2.938 1.554 -1.191
H -4.363 0.455 -1.205
H -2.152 1.890 1.116
H -3.507 2.898 3.327
H -4.123 3.951 2.547
H -2.394 3.871 2.757
C 2.210 -3.239 0.462
C 1.090 -3.708 1.314
O 1.253 -4.694 1.951
N 0.041 -2.976 1.562
C -1.053 -3.390 2.443
H 2.717 -2.405 1.111
H 1.623 -2.643 -0.317
H 3.014 -4.016 -0.082
H 0.244 -2.028 1.143
H -0.480 -4.061 3.318
H -1.541 -4.291 1.862
H -1.636 -2.545 2.581
C 3.472 2.992 2.545
C 2.600 4.051 1.848
O 3.012 5.223 1.750
N 1.407 3.749 1.462
C 0.601 4.450 0.544
H 3.349 3.174 3.663
H 4.527 3.115 2.195
H 3.152 2.156 2.128
H 1.089 2.749 1.628
H -0.075 3.924 -0.137
H 1.067 5.315 -0.125
H -0.251 4.959 1.162

Computed properties:
- multiplicity = 1
- gap between HOMO and LUMO (Eh) = 0.3334
- E_HOMO (eV) = -6.472
- LUMO (eV) = 2.60
- max |F| (eV/Å) = 12.022
- net charge = -1

---

4.
ORCA calculation (ωB97M-V with the def2-TZVPD basis set) on a molecular structure, C15H35Cl3N5O5Zr.

Atoms and positions in Å:
Zr -0.228 0.038 0.743
Cl 1.945 0.156 2.118
Cl -1.896 -1.448 -0.638
Cl -1.762 1.012 2.521
C 0.325 0.087 -3.605
C 1.117 0.343 -2.367
O 0.630 0.504 -1.248
N 2.451 0.264 -2.497
C 3.413 0.560 -1.416
H 0.975 -0.272 -4.396
H -0.214 0.977 -3.928
H -0.465 -0.628 -3.369
H 2.836 0.535 -3.390
H 3.622 -0.350 -0.863
H 2.931 1.292 -0.765
H 4.320 0.998 -1.818
C 0.477 -3.681 3.008
C -0.662 -2.710 2.798
O -0.532 -1.683 2.139
N -1.834 -3.079 3.301
C -3.062 -2.371 3.024
H 0.339 -4.105 4.009
H 1.433 -3.167 3.047
H 0.495 -4.542 2.344
H -1.947 -3.991 3.705
H -3.985 -2.883 3.271
H -3.124 -1.982 2.001
H -3.127 -1.380 3.493
C -1.755 2.931 -2.385
C -2.404 2.095 -1.321
O -1.752 1.508 -0.458
N -3.739 1.979 -1.362
C -4.572 1.126 -0.540
H -2.190 2.691 -3.356
H -0.718 2.610 -2.444
H -1.766 3.984 -2.113
H -4.188 2.460 -2.125
H -4.966 0.359 -1.209
H -5.375 1.635 -0.011
H -3.982 0.615 0.219
C 1.486 4.090 -0.534
C 1.007 3.358 0.703
O 0.420 2.285 0.669
N 1.218 4.001 1.860
C 0.551 3.686 3.102
H 1.894 5.070 -0.299
H 0.690 4.198 -1.264
H 2.303 3.524 -0.988
H 1.699 4.883 1.825
H -0.443 4.109 3.243
H 1.149 4.130 3.904
H 0.597 2.610 3.265
C 3.058 -2.999 0.512
C 1.783 -2.784 -0.273
O 1.107 -1.781 -0.032
N 1.425 -3.717 -1.149
C 0.403 -3.515 -2.169
H 3.012 -2.490 1.473
H 3.877 -2.456 0.033
H 3.275 -4.056 0.650
H 2.177 -4.305 -1.482
H -0.564 -3.760 -1.723
H 0.546 -4.115 -3.060
H 0.269 -2.456 -2.384

Computed properties:
- multiplicity = 1
- gap between HOMO and LUMO (Eh) = 0.3544
- E_HOMO (eV) = -11.619
- LUMO (eV) = -1.98
- max |F| (eV/Å) = 2.457
- net charge = +1